Entry from the OMol25 dataset: a cluster of 2 separate species, C2H4Cl3OP in total in a non-equilibrium geometry (ωB97M-V/def2-TZVPD).

Properties
HOMO-LUMO gap (spin up / spin down) = 9.256 / 9.255 eV
LUMO energy (spin up / spin down) = -0.8 / -0.8 eV

CARTESIAN COORDINATES (ANGSTROEM)
C  -1.50220  0.11218  0.33638
C  -0.17647  -0.55984  -0.26948
O  1.74771  0.05290  1.62604
P  1.43301  0.30582  0.21300
Cl  0.09446  -2.21347  -0.01532
Cl  1.32111  2.26767  -0.26266
Cl  2.83549  -0.51545  -1.01793
H  -2.29329  -0.52598  0.68146
H  -2.03643  0.67867  -0.35431
H  -1.31346  0.68518  1.20877
H  -0.10991  -0.28768  -2.14594